Molecular formula: C5H6O2
Method: DFT, ωB97M-V/def2-TZVPD

Summary:
Kohn-Sham gap (alpha / beta) ... 8.61 / 8.61 eV
Energy ... -9372.7372 eV
HOMO (alpha / beta) ... -0.3276 / -0.3275 hartree
LUMO level (alpha / beta) ... -0.01127 / -0.01131 Ha

```
13
C5H6O2 ωB97M-V/def2-TZVPD
C -0.421 0.868 0.377
C -0.948 -0.998 1.678
C -0.471 2.164 0.139
C 0.631 -0.275 0.187
C 0.549 -0.993 -1.201
O -1.611 -1.674 2.376
O 0.206 -1.243 1.130
H 0.190 2.892 -0.478
H -1.414 2.692 0.245
H 1.727 -0.008 0.272
H -0.546 -1.169 -1.499
H 1.139 -1.917 -1.324
H 0.969 -0.340 -1.902
```

In elementary charge units, the Mulliken charges are:
1. C -0.1093
2. C 0.4171
3. C -0.7647
4. C 0.5439
5. C -1.2364
6. O -0.3750
7. O -0.2473
8. H 0.2525
9. H 0.2486
10. H 0.2605
11. H 0.2876
12. H 0.3326
13. H 0.3900



Molecular formula: C5H6O2
Method: DFT, ωB97M-V/def2-TZVPD

Summary:
SMILES ... CC(=O)OC1C=C1
Kohn-Sham gap ... 10.67 eV
Energy ... -9374.2374 eV
HOMO ... -0.3524 hartree
LUMO level ... 0.03979 Ha

```
13
C5H6O2 ωB97M-V/def2-TZVPD
C 1.582 0.154 -1.702
C 1.101 -0.244 -0.255
O 1.777 -0.845 0.536
O -0.207 0.026 -0.062
C -0.743 -0.596 1.156
C -2.187 -0.651 1.438
C -1.471 0.191 2.162
H 1.683 -0.796 -2.265
H 2.487 0.597 -1.559
H 0.771 0.783 -2.124
H 0.128 -1.318 1.406
H -3.146 -1.216 1.136
H -1.373 1.023 2.874
```

In elementary charge units, the Mulliken charges are:
1. C -0.9120
2. C 0.7528
3. O -0.5768
4. O -0.3303
5. C -0.0825
6. C -0.2861
7. C -0.3716
8. H 0.2556
9. H 0.3326
10. H 0.2583
11. H 0.3150
12. H 0.3095
13. H 0.3356



Molecular formula: C5H6O2
Method: DFT, ωB97M-V/def2-TZVPD

Summary:
Kohn-Sham gap (alpha / beta) ... 8.10 / 8.09 eV
Energy ... -9373.9560 eV
HOMO (alpha / beta) ... -0.2868 / -0.2867 hartree
LUMO level (alpha / beta) ... 0.01084 / 0.01069 Ha

```
13
C5H6O2 ωB97M-V/def2-TZVPD
C -1.118 -1.095 0.059
C -1.118 1.097 0.031
C -0.143 0.001 0.048
C 0.636 -0.027 -1.270
C 0.788 0.028 1.259
O -2.298 -1.108 0.006
O -2.295 1.107 -0.036
H 1.244 0.872 -1.341
H -0.037 -0.071 -2.125
H 1.282 -0.900 -1.289
H 1.692 0.579 1.012
H 1.059 -0.988 1.539
H 0.308 0.505 2.109
```

In elementary charge units, the Mulliken charges are:
1. C -0.6169
2. C -0.5915
3. C 2.4324
4. C -1.5156
5. C -1.3953
6. O -0.2924
7. O -0.2875
8. H 0.3886
9. H 0.4119
10. H 0.3569
11. H 0.3310
12. H 0.3660
13. H 0.4124



Molecular formula: C5H6O2
Method: DFT, ωB97M-V/def2-TZVPD

Summary:
SMILES ... O=C1CCC=CO1
Kohn-Sham gap ... 10.30 eV
Energy ... -9374.8796 eV
HOMO ... -0.3480 hartree
LUMO level ... 0.03048 Ha

```
13
C5H6O2 ωB97M-V/def2-TZVPD
O 2.797 -0.430 0.067
C 1.594 -0.400 -0.056
C 0.809 0.887 -0.206
C -0.645 0.875 0.258
C -1.510 -0.365 -0.090
C -0.675 -1.457 -0.151
O 0.676 -1.384 0.256
H 0.884 1.005 -1.249
H 1.517 1.663 0.098
H -0.524 0.760 1.398
H -1.365 1.633 0.030
H -2.475 -0.433 -0.001
H -1.082 -2.354 -0.353
```

In elementary charge units, the Mulliken charges are:
1. O -0.5348
2. C 0.5679
3. C -0.6487
4. C -0.4006
5. C -0.5340
6. C -0.2821
7. O -0.3756
8. H 0.2954
9. H 0.3447
10. H 0.1971
11. H 0.3703
12. H 0.5235
13. H 0.4770



Molecular formula: C5H6O2
Method: DFT, ωB97M-V/def2-TZVPD

Summary:
SMILES ... C#CCO[C@@H]1CO1
Kohn-Sham gap ... 11.06 eV
Energy ... -9373.3863 eV
HOMO ... -0.3710 hartree
LUMO level ... 0.03561 Ha

```
13
C5H6O2 ωB97M-V/def2-TZVPD
C 1.615 -1.645 0.178
C 0.436 -1.496 0.322
C -0.981 -1.189 0.435
O -1.240 0.198 0.594
C -0.704 0.977 -0.412
C 0.559 1.700 -0.195
O -0.701 2.327 -0.189
H 2.642 -1.841 0.087
H -1.499 -1.568 -0.463
H -1.404 -1.666 1.324
H -0.961 0.644 -1.420
H 1.037 1.623 0.771
H 1.199 1.936 -1.031
```

In elementary charge units, the Mulliken charges are:
1. C 0.1454
2. C -0.2940
3. C -0.6724
4. O -0.3465
5. C 0.1092
6. C -0.4489
7. O -0.4268
8. H 0.3998
9. H 0.3325
10. H 0.2847
11. H 0.4118
12. H 0.2627
13. H 0.2424



Molecular formula: C5H6O2
Method: DFT, ωB97M-V/def2-TZVPD

Summary:
SMILES ... C=C=C=CC=O.O
Kohn-Sham gap (alpha / beta) ... 8.78 / 8.78 eV
Energy ... -9373.5732 eV
HOMO (alpha / beta) ... -0.3581 / -0.3581 hartree
LUMO level (alpha / beta) ... -0.03537 / -0.03536 Ha

```
13
C5H6O2 ωB97M-V/def2-TZVPD
C 2.263 0.000 0.713
C 1.077 0.255 1.219
C -0.193 0.166 1.237
C -1.454 -0.090 0.921
C -2.150 0.814 -0.019
O -3.199 0.530 -0.548
H 2.761 0.711 0.068
H 2.765 -0.948 0.876
H -1.949 -1.020 1.214
H -1.618 1.764 -0.249
O 0.727 -1.033 -1.491
H 0.947 -0.133 -1.762
H 0.151 -0.914 -0.721
```

In elementary charge units, the Mulliken charges are:
1. C -0.4948
2. C 0.2527
3. C -0.0096
4. C -0.5554
5. C 0.1103
6. O -0.4733
7. H 0.3052
8. H 0.2269
9. H 0.3155
10. H 0.3516
11. O -0.6417
12. H 0.3554
13. H 0.2573



Molecular formula: C5H6O2
Method: DFT, ωB97M-V/def2-TZVPD

Summary:
Kohn-Sham gap ... 9.11 eV
Energy ... -9370.8362 eV
HOMO ... -0.2966 hartree
LUMO level ... 0.03816 Ha

```
13
C5H6O2 ωB97M-V/def2-TZVPD
C 0.528 0.452 1.443
O 1.004 -0.748 1.002
C 0.307 -1.135 -0.166
C -1.013 -0.485 -0.455
O -1.165 0.747 0.170
C 0.152 1.168 -0.377
C 0.248 -0.086 -1.227
H 1.240 1.154 1.815
H -0.312 0.282 2.178
H 0.472 -2.173 -0.434
H -1.943 -1.003 -0.644
H -0.046 2.054 -1.035
H 0.529 -0.226 -2.270
```

In elementary charge units, the Mulliken charges are:
1. C -0.0986
2. O -0.3856
3. C -0.3609
4. C -0.0650
5. O -0.4078
6. C -0.2560
7. C -0.3817
8. H 0.3101
9. H 0.1748
10. H 0.3981
11. H 0.4035
12. H 0.2830
13. H 0.3862



Molecular formula: C5H6O2
Method: DFT, ωB97M-V/def2-TZVPD

Summary:
Kohn-Sham gap ... 9.76 eV
Energy ... -9371.8273 eV
HOMO ... -0.3348 hartree
LUMO level ... 0.02392 Ha

```
13
C5H6O2 ωB97M-V/def2-TZVPD
O -1.436 -1.048 1.459
C -0.657 0.103 1.688
C 0.411 0.355 0.722
C 1.128 -0.067 -0.200
C 1.241 0.452 -1.581
C -0.221 0.076 -1.346
O -0.347 -1.160 -1.348
H -0.848 -1.807 1.347
H -0.137 0.080 2.648
H -1.367 0.935 1.713
H 1.585 -0.129 -2.431
H 1.710 1.432 -1.479
H -1.063 0.776 -1.191
```

In elementary charge units, the Mulliken charges are:
1. O -0.4786
2. C -0.5404
3. C 0.0343
4. C -0.0327
5. C -0.4152
6. C 0.0730
7. O -0.5269
8. H 0.3293
9. H 0.3296
10. H 0.3321
11. H 0.2603
12. H 0.2684
13. H 0.3667



Molecular formula: C5H6O2
Method: DFT, ωB97M-V/def2-TZVPD

Summary:
SMILES ... C#CC1OCCO1
Kohn-Sham gap ... 10.46 eV
Energy ... -9370.6777 eV
HOMO ... -0.3501 hartree
LUMO level ... 0.03416 Ha

```
13
C5H6O2 ωB97M-V/def2-TZVPD
C -2.439 0.139 0.113
C -1.330 -0.201 -0.179
C -0.140 -0.849 -0.914
O 0.671 -1.409 -0.150
C 1.039 -0.267 0.759
C 1.073 0.980 -0.129
O 0.440 0.467 -1.192
H -3.510 0.327 0.455
H -0.100 -1.509 -1.676
H -0.037 -0.236 1.439
H 2.007 -0.650 1.518
H 2.091 1.461 -0.398
H 0.236 1.748 0.354
```

In elementary charge units, the Mulliken charges are:
1. C 0.2222
2. C -0.9734
3. C 0.3242
4. O -0.4365
5. C -0.4805
6. C -0.1775
7. O -0.4126
8. H 0.4192
9. H 0.4966
10. H 0.2630
11. H 0.2897
12. H 0.2544
13. H 0.2113



Molecular formula: C5H6O2
Method: DFT, ωB97M-V/def2-TZVPD

Summary:
SMILES ... C#C[C@@H](C)OC=O
Kohn-Sham gap ... 11.21 eV
Energy ... -9375.0132 eV
HOMO ... -0.3809 hartree
LUMO level ... 0.03100 Ha

```
13
C5H6O2 ωB97M-V/def2-TZVPD
C -0.570 2.262 -0.212
C -0.344 1.123 0.112
C -0.162 -0.283 0.531
C -1.354 -1.121 0.086
O 0.996 -0.922 -0.018
C 2.081 -0.211 -0.398
O 3.096 -0.772 -0.711
H -0.748 3.271 -0.513
H -0.062 -0.320 1.624
H -1.434 -1.066 -1.002
H -2.277 -0.741 0.531
H -1.193 -2.162 0.371
H 1.929 0.881 -0.423
```

In elementary charge units, the Mulliken charges are:
1. C 0.1968
2. C -0.7776
3. C 0.4863
4. C -1.3088
5. O -0.2845
6. C 0.2300
7. O -0.4727
8. H 0.4253
9. H 0.1609
10. H 0.3439
11. H 0.3839
12. H 0.3439
13. H 0.2727



Molecular formula: C5H6O2
Method: DFT, ωB97M-V/def2-TZVPD

Summary:
Kohn-Sham gap ... 9.22 eV
Energy ... -9374.1535 eV
HOMO ... -0.3166 hartree
LUMO level ... 0.02245 Ha

```
13
C5H6O2 ωB97M-V/def2-TZVPD
O -1.653 -0.142 1.704
C -0.892 0.006 0.782
C -0.262 1.361 0.501
O 0.256 1.504 -0.847
C 0.929 0.565 -1.463
C 0.989 -0.710 -0.642
C -0.421 -1.068 -0.154
H 0.554 1.527 1.216
H -0.989 2.159 0.625
H -1.094 -1.086 -1.031
H 1.658 -0.550 0.220
H 1.424 -1.517 -1.238
H -0.500 -2.046 0.328
```

In elementary charge units, the Mulliken charges are:
1. O -0.5523
2. C 0.4906
3. C -0.3718
4. O -0.1371
5. C -0.3020
6. C -0.4040
7. C -0.5312
8. H 0.2659
9. H 0.3425
10. H 0.2844
11. H 0.2890
12. H 0.3099
13. H 0.3160



Molecular formula: C5H6O2
Method: DFT, ωB97M-V/def2-TZVPD

Summary:
Kohn-Sham gap ... 10.48 eV
Energy ... -9373.6771 eV
HOMO ... -0.3605 hartree
LUMO level ... 0.02456 Ha

```
13
C5H6O2 ωB97M-V/def2-TZVPD
O 2.179 1.159 -1.450
C 1.740 0.913 -0.345
C 0.821 -0.274 -0.359
O 0.636 -1.049 0.851
C -0.791 -1.044 0.649
C -1.373 0.331 0.696
C -0.682 -0.154 -0.550
H 2.057 1.494 0.533
H 1.308 -0.567 -1.339
H -1.346 -1.962 0.837
H -2.457 0.385 0.596
H -0.932 1.098 1.326
H -1.145 -0.249 -1.520
```

In elementary charge units, the Mulliken charges are:
1. O -0.4699
2. C -0.1310
3. C 0.2045
4. O -0.4463
5. C -0.0524
6. C -0.6694
7. C -0.2802
8. H 0.3801
9. H 0.2766
10. H 0.3707
11. H 0.2547
12. H 0.2060
13. H 0.3566



Molecular formula: C5H6O2
Method: DFT, ωB97M-V/def2-TZVPD

Summary:
Kohn-Sham gap ... 9.39 eV
Energy ... -9373.0915 eV
HOMO ... -0.3508 hartree
LUMO level ... -0.00586 Ha

```
13
C5H6O2 ωB97M-V/def2-TZVPD
O -0.748 -2.064 -0.429
C -1.431 -0.837 -0.587
C -0.581 0.331 -0.164
C 0.339 0.360 0.970
C 1.118 1.577 0.569
C 0.679 0.678 -0.603
O 0.940 -0.652 1.375
H -0.255 -2.032 0.409
H -2.383 -0.829 -0.035
H -1.670 -0.746 -1.649
H 2.112 1.595 1.016
H 0.648 2.549 0.443
H 1.233 0.071 -1.313
```

In elementary charge units, the Mulliken charges are:
1. O -0.5171
2. C -0.5742
3. C 0.2487
4. C 0.4610
5. C -0.5091
6. C -0.2580
7. O -0.6684
8. H 0.3641
9. H 0.2823
10. H 0.3352
11. H 0.2808
12. H 0.2629
13. H 0.2917



Molecular formula: C5H6O2
Method: DFT, ωB97M-V/def2-TZVPD

Summary:
Kohn-Sham gap ... 9.53 eV
Energy ... -9371.5783 eV
HOMO ... -0.3231 hartree
LUMO level ... 0.02708 Ha

```
13
C5H6O2 ωB97M-V/def2-TZVPD
C 2.651 1.106 -0.330
C 1.704 0.597 0.210
C -2.143 -0.344 -0.234
C -0.944 0.469 -0.179
C 0.663 -0.337 0.684
O -2.074 0.726 0.659
O 0.854 -1.616 0.378
H 3.507 1.537 -0.591
H -2.882 -0.234 -1.072
H -2.245 -1.358 0.283
H -0.587 1.177 -0.844
H 0.270 -0.122 1.635
H 1.225 -1.601 -0.597
```

In elementary charge units, the Mulliken charges are:
1. C 0.0951
2. C -0.7651
3. C -0.2043
4. C -0.2106
5. C -0.1459
6. O -0.4025
7. O -0.5029
8. H 0.5239
9. H 0.2180
10. H 0.1988
11. H 0.3778
12. H 0.4356
13. H 0.3821



Molecular formula: C5H6O2
Method: DFT, ωB97M-V/def2-TZVPD

Summary:
Kohn-Sham gap (alpha / beta) ... 7.26 / 7.26 eV
Energy ... -9370.9128 eV
HOMO (alpha / beta) ... -0.3267 / -0.3266 hartree
LUMO level (alpha / beta) ... -0.06004 / -0.05999 Ha

```
13
C5H6O2 ωB97M-V/def2-TZVPD
O -2.383 -0.149 -0.195
C -1.607 -0.246 0.966
C 0.707 -0.476 -0.639
C -0.443 0.721 0.889
O -0.468 1.655 0.089
C 2.021 -0.340 -0.978
C 3.228 -0.399 -1.181
H -2.225 0.753 -0.524
H -2.190 -0.014 1.875
H -1.214 -1.262 1.063
H -0.016 -0.373 -1.455
H 0.309 0.677 1.694
H 4.274 -0.463 -1.394
```

In elementary charge units, the Mulliken charges are:
1. O -0.5060
2. C -0.4412
3. C -0.7086
4. C 0.1164
5. O -0.5729
6. C 0.0152
7. C 0.1012
8. H 0.3506
9. H 0.2838
10. H 0.3130
11. H 0.2309
12. H 0.4301
13. H 0.3874



Molecular formula: C5H6O2
Method: DFT, ωB97M-V/def2-TZVPD

Summary:
SMILES ... C1=C[C@H]2CO[C@@H]1O2
Kohn-Sham gap ... 10.39 eV
Energy ... -9371.7210 eV
HOMO ... -0.3489 hartree
LUMO level ... 0.03290 Ha

```
13
C5H6O2 ωB97M-V/def2-TZVPD
C -0.298 0.888 1.023
C -0.970 -0.276 0.880
C -0.164 -1.004 -0.133
C 0.107 -0.084 -1.259
O 1.047 0.758 -0.698
C 1.101 0.467 0.655
O 1.094 -0.880 0.659
H -0.974 1.812 1.492
H -2.046 -0.502 0.608
H -0.073 -2.013 -0.389
H 0.215 -0.615 -2.384
H -1.034 0.592 -1.366
H 1.993 0.857 0.913
```

In elementary charge units, the Mulliken charges are:
1. C -0.4246
2. C -0.4756
3. C -0.2973
4. C -0.2026
5. O -0.3948
6. C 0.1932
7. O -0.4960
8. H 0.2419
9. H 0.3372
10. H 0.4813
11. H 0.2773
12. H 0.1976
13. H 0.5623



Molecular formula: C5H6O2
Method: DFT, ωB97M-V/def2-TZVPD

Summary:
Kohn-Sham gap ... 10.38 eV
Energy ... -9374.0358 eV
HOMO ... -0.3455 hartree
LUMO level ... 0.03598 Ha

```
13
C5H6O2 ωB97M-V/def2-TZVPD
O -1.600 0.210 1.081
C -0.390 0.045 0.334
C -0.312 1.299 -0.535
O -1.602 0.975 -1.123
C -1.685 -0.151 -0.294
C 1.887 -0.825 0.217
C 0.671 -0.871 0.751
H 0.472 1.303 -1.295
H -0.330 2.239 0.021
H -2.314 -0.985 -0.597
H 2.152 -0.067 -0.516
H 2.654 -1.544 0.476
H 0.398 -1.629 1.480
```

In elementary charge units, the Mulliken charges are:
1. O -0.4858
2. C 0.6398
3. C -0.3819
4. O -0.4063
5. C 0.0660
6. C -0.7862
7. C -0.3893
8. H 0.3565
9. H 0.2027
10. H 0.3857
11. H 0.1934
12. H 0.2677
13. H 0.3377



Molecular formula: C5H6O2
Method: DFT, ωB97M-V/def2-TZVPD

Summary:
Kohn-Sham gap ... 10.05 eV
Energy ... -9371.6518 eV
HOMO ... -0.3938 hartree
LUMO level ... -0.02467 Ha

```
13
C5H6O2 ωB97M-V/def2-TZVPD
C 1.356 0.614 1.381
C 0.125 -0.166 0.992
O -0.887 0.849 0.493
C -1.239 0.466 -0.751
O -2.017 0.984 -1.493
C -0.377 -0.714 -0.814
C 0.437 -1.285 -0.054
H 1.080 1.399 2.091
H 2.087 -0.058 1.837
H 1.802 1.077 0.497
H -0.373 -0.640 1.839
H -1.314 -1.066 -2.999
H -0.681 -1.458 -3.018
```

In elementary charge units, the Mulliken charges are:
1. C -1.1947
2. C 0.5411
3. O -0.3559
4. C 0.7098
5. O -0.5050
6. C -0.1359
7. C -0.3887
8. H 0.3399
9. H 0.3528
10. H 0.3147
11. H 0.2664
12. H 0.0079
13. H 0.0477



Molecular formula: C5H6O2
Method: DFT, ωB97M-V/def2-TZVPD

Summary:
SMILES ... C#CC(=O)[C@@H](C)O
Kohn-Sham gap ... 10.51 eV
Energy ... -9374.8880 eV
HOMO ... -0.3899 hartree
LUMO level ... -0.00366 Ha

```
13
C5H6O2 ωB97M-V/def2-TZVPD
C 2.811 0.420 0.241
C 1.771 -0.033 -0.160
C 0.522 -0.638 -0.564
O 0.450 -1.339 -1.555
C -0.688 -0.407 0.346
C -1.253 0.997 0.113
O -1.634 -1.397 0.064
H 3.753 0.824 0.532
H -0.357 -0.473 1.395
H -2.133 1.186 0.739
H -1.557 1.100 -0.932
H -0.492 1.746 0.354
H -1.195 -1.986 -0.572
```

In elementary charge units, the Mulliken charges are:
1. C 0.3198
2. C -0.4978
3. C 0.2004
4. O -0.5528
5. C 0.2662
6. C -1.2038
7. O -0.5510
8. H 0.4211
9. H 0.2414
10. H 0.3204
11. H 0.3053
12. H 0.3620
13. H 0.3687



Molecular formula: C5H6O2
Method: DFT, ωB97M-V/def2-TZVPD

Summary:
Kohn-Sham gap ... 7.46 eV
Energy ... -9372.9186 eV
HOMO ... -0.3085 hartree
LUMO level ... -0.03419 Ha

```
13
C5H6O2 ωB97M-V/def2-TZVPD
C -0.709 0.771 1.046
C 0.246 0.233 0.047
O -0.022 0.534 -1.274
C -1.130 0.053 -1.883
O -1.904 -0.718 -1.397
C 1.318 -0.586 0.248
C 1.968 -0.704 1.504
H -1.192 1.689 0.700
H -0.210 0.906 2.009
H -1.487 0.007 1.166
H 1.596 -1.117 -0.663
H -1.172 0.471 -2.898
H 2.696 -1.538 1.396
```

In elementary charge units, the Mulliken charges are:
1. C -1.1611
2. C 0.8114
3. O -0.2719
4. C 0.1342
5. O -0.4417
6. C -0.2444
7. C -0.7331
8. H 0.3156
9. H 0.4591
10. H 0.2897
11. H 0.2833
12. H 0.3615
13. H 0.1973



Respective relative energy (zero: lowest compared OMol25 entry of this formula, charge and spin) values: 100.5; 65.9; 72.4; 51.1; 85.5; 81.2; 144.3; 121.5; 148.0; 48.0; 67.8; 78.8; 92.3; 127.2; 142.6; 123.9; 70.6; 125.5; 50.9; 96.3 kcal/mol.